[1]
Here is one molecule with the formula C7H11B in a non-equilibrium geometry from the OMol25 dataset. Energies are from wB97M-V/def2-TZVPD.

Structure (XYZ):
```
19
Properties=species:S:1:pos:R:3:lowdin_charge:R:1
B 1.17855 -1.35756 0.69701 -0.231
C -0.10079 -0.25351 -0.77432 -0.263
C -0.36021 0.29116 0.44966 -0.203
C 0.88498 -1.40235 -0.79603 -0.055
C 1.84179 -0.27929 1.55318 0.005
C 0.28747 -0.46646 1.54916 -0.123
C -0.66905 0.25065 -2.05290 -0.052
C -1.48124 1.26674 0.75778 -0.012
H 1.62943 -1.26785 -1.55854 0.097
H 0.37124 -2.37579 -1.17632 0.145
H 2.35501 -0.32754 2.43039 0.045
H 2.10496 0.70227 1.11362 0.107
H -0.24817 -0.42104 2.48023 0.125
H 0.04943 0.74398 -2.66609 0.061
H -1.54601 0.99687 -1.84174 0.104
H -1.01808 -0.56921 -2.72623 0.090
H -1.96213 1.41423 -0.09067 -0.002
H -1.09541 2.14465 1.20110 0.077
H -2.22179 0.91004 1.45073 0.086
```

Structure (SMILES) ... CC1=C(C)[C@@H]2CB2C1
Highest occupied orbital energy ... -0.296 Eh
ΔE to the lowest compared entry with this formula, charge and spin ... 18.84 kcal per mole
Total charge ... 0
Gap between HOMO and LUMO ... 8.27 eV


[2]
Here is one molecule with the formula C7H11B in a non-equilibrium geometry from the OMol25 dataset. Energies are from wB97M-V/def2-TZVPD.

Structure (XYZ):
```
19
Properties=species:S:1:pos:R:3:lowdin_charge:R:1
B 0.37280 0.38038 -0.20796 -0.132
C 1.52631 1.39569 -2.22617 0.019
C -0.82835 2.00335 1.32282 0.020
C -1.72637 -1.53586 -0.27392 -0.020
C 1.12921 0.31704 -1.56135 -0.108
C 0.27516 1.65938 0.67033 -0.139
C -0.61754 -1.26619 0.28944 -0.306
C 0.01503 -2.08132 1.32684 -0.114
H 1.93839 1.20317 -3.20775 0.060
H 1.45312 2.40144 -1.80106 0.067
H -1.07017 2.92062 1.76331 0.042
H -1.40309 1.01946 1.43768 0.084
H -2.14660 -2.51460 -0.01075 0.077
H -2.17139 -0.82645 -0.85846 0.032
H 1.15917 -0.62340 -2.07983 0.075
H 1.18313 2.35082 0.67799 0.103
H 1.11770 -2.36805 1.03696 0.115
H 0.26793 -1.48082 2.26007 0.103
H -0.47445 -2.95465 1.44179 0.021
```

Structure (SMILES) ... C=CB(C=C)C(=C)C
Highest occupied orbital energy ... -0.334 Eh
ΔE to the lowest compared entry with this formula, charge and spin ... 37.30 kcal per mole
Total charge ... 0
Gap between HOMO and LUMO ... 8.99 eV


[3]
Here is a 2-piece molecular cluster, C7H11BNO5S overall in a non-equilibrium geometry from the OMol25 dataset. Energies are from wB97M-V/def2-TZVPD.

Structure (XYZ):
```
26
Properties=species:S:1:pos:R:3:lowdin_charge:R:1
S -0.20440 1.47410 0.37073 0.588
C 1.29988 2.03594 0.12532 -0.756
N 2.50028 2.07530 0.12736 0.147
C 2.96055 2.62385 -1.22534 -0.301
C 3.10533 1.56011 -2.41349 -0.200
O 3.92798 0.62233 -1.77244 -0.145
B 4.97503 1.47240 -1.09845 -0.631
O 4.36006 2.83409 -0.99550 -0.129
H 2.54956 3.62365 -1.49565 0.144
H 3.63211 2.16498 -3.20336 0.121
H 2.11680 1.18913 -2.79301 0.115
H 5.28806 0.98453 -0.02837 0.042
H 5.92370 1.44083 -1.86895 0.046
C -2.96096 -3.50664 1.43100 -0.015
C -2.78514 -2.01846 1.16696 -0.323
C -3.50834 -1.11679 2.13155 -0.109
O -3.73636 0.05101 1.34490 0.050
C -3.79932 -0.35330 0.04580 -0.561
O -4.17297 0.32614 -0.85406 0.162
O -3.38164 -1.64217 -0.08212 0.078
H -3.43000 -4.01078 0.58645 0.088
H -1.99096 -3.97599 1.60119 0.081
H -3.55976 -3.69681 2.32456 0.077
H -1.72203 -1.76848 1.11127 0.154
H -2.91020 -0.87824 3.01037 0.141
H -4.47730 -1.51073 2.45326 0.135
```

Highest occupied orbital energy ... -0.143 Eh
Total charge ... -1
Gap between HOMO and LUMO ... 6.28 eV


[4]
Here is one molecule with the formula C7H11Br in a non-equilibrium geometry from the OMol25 dataset. Energies are from wB97M-V/def2-TZVPD.

Structure (XYZ):
```
19
Properties=species:S:1:pos:R:3:lowdin_charge:R:1
C -0.52024 0.95443 -0.94532 -0.022
C -1.63512 0.59792 -1.39898 -0.033
C 0.50712 0.25963 -0.19107 -0.617
C 0.26927 -1.32119 -0.25560 -0.608
C 1.98124 0.49693 -0.64408 -0.103
C 0.48754 0.81711 1.27447 -0.052
C -1.00545 -1.82798 0.33884 -0.130
Br 0.80841 -2.06251 -1.87674 0.812
H -1.95633 -0.46207 -1.58164 0.073
H -2.33757 1.31156 -1.81976 0.063
H 2.14397 0.30874 -1.76301 0.072
H 2.45064 -0.34851 -0.21212 0.048
H 2.37598 1.45290 -0.30390 0.078
H 0.97551 1.79059 1.31468 0.073
H 1.11959 0.22271 1.85830 0.063
H -0.59318 1.03168 1.62470 0.117
H -0.83166 -2.84806 0.46380 0.061
H -1.85745 -1.66679 -0.23069 0.035
H -1.16625 -1.24272 1.20253 0.071
```

Highest occupied orbital energy (spin up / spin down) ... -0.313 / -0.304 Eh
ΔE to the lowest compared entry with this formula, charge and spin ... 79.92 kcal per mole
Total charge ... 0
Gap between HOMO and LUMO (spin up / spin down) ... 8.36 / 8.03 eV


[5]
Here is an isolated ion of composition C7H11BrN and charge +1 in a non-equilibrium geometry from the OMol25 dataset. Energies are from wB97M-V/def2-TZVPD.

Structure (XYZ):
```
20
Properties=species:S:1:pos:R:3:lowdin_charge:R:1
C 1.30228 -1.34356 1.34734 -0.089
C 1.24928 -0.34718 0.44124 -0.106
C 0.26866 -2.12644 1.99903 -0.174
C 0.04087 0.27682 0.07732 -0.069
C -1.04675 -2.21960 1.54994 -0.630
C -0.15451 1.07536 -1.04327 -0.315
C 0.81841 1.33176 -2.12250 -0.040
N -1.38634 1.83380 -0.95004 0.204
Br -2.38032 -2.83832 2.67618 0.762
H 2.30730 -1.45826 1.69559 0.106
H 2.27082 -0.10492 0.01597 0.141
H 0.53630 -2.49840 2.99897 0.109
H -0.81135 0.09921 0.81678 0.128
H -1.28878 -1.82932 0.47963 0.092
H 1.74635 1.50586 -1.55715 0.085
H 0.70259 2.26458 -2.74160 0.104
H 0.93456 0.39287 -2.81108 0.139
H -1.91756 1.55494 -0.13355 0.158
H -1.91172 1.64122 -1.93421 0.256
H -1.28010 2.78960 -0.80460 0.139
```

Structure (SMILES) ... C\C([NH3+])=C/C=C\C=C\Br
Highest occupied orbital energy ... -0.430 Eh
ΔE to the lowest compared entry with this formula, charge and spin ... 58.16 kcal per mole
Total charge ... +1
Gap between HOMO and LUMO ... 7.79 eV


[6]
Here is a 2-piece molecular cluster, C7H11BrN2 overall in a non-equilibrium geometry from the OMol25 dataset. Energies are from wB97M-V/def2-TZVPD.

Structure (XYZ):
```
21
Properties=species:S:1:pos:R:3:lowdin_charge:R:1
C 1.97994 -1.49883 -0.16566 -0.293
C -1.41329 0.57789 0.29435 -0.121
C -0.35232 0.93218 1.36785 -0.119
C -1.51435 -0.97629 0.30668 -0.179
C 0.01430 -0.44048 1.83954 -0.172
C 2.33695 0.18653 -2.09486 -0.144
C 2.42683 -0.38894 -0.67915 -0.604
N 1.71776 -2.63102 0.16805 0.196
N -0.60407 -1.43111 1.37341 0.019
Br 3.70445 0.69622 0.55143 0.541
H -2.28573 0.96851 0.59290 0.051
H -0.96659 1.00456 -0.71268 0.147
H 0.42627 1.33457 0.84168 0.058
H -0.80963 1.47902 2.09622 0.084
H -2.38238 -1.53465 0.61265 0.106
H -1.24347 -1.31406 -0.60781 0.060
H 0.83808 -2.86733 0.61218 0.057
H 0.69120 -0.75568 2.49677 0.074
H 3.22557 -0.18545 -2.82745 0.125
H 2.42059 1.32739 -1.91780 0.080
H 1.43987 -0.20746 -2.47635 0.035
```

Structure (SMILES) ... CC(Br)=C=N.C1=NCCC1
Highest occupied orbital energy ... -0.319 Eh
ΔE to the lowest compared entry with this formula, charge and spin ... 60.69 kcal per mole
Total charge ... 0
Gap between HOMO and LUMO ... 8.65 eV


[7]
Here is one molecule with the formula C7H11BrN2 in a non-equilibrium geometry from the OMol25 dataset. Energies are from wB97M-V/def2-TZVPD.

Structure (XYZ):
```
21
Properties=species:S:1:pos:R:3:lowdin_charge:R:1
C -0.23516 2.80101 -0.72021 -0.289
C 0.69358 -0.83991 1.11021 -0.145
C -0.65136 -0.08289 1.56694 -0.181
C -0.73129 1.56806 -0.23201 -0.232
C 0.72810 -0.95699 -0.39189 -0.475
C 0.73504 0.37163 -1.11408 -0.533
C -0.43555 -1.83126 -0.87842 -0.073
N 0.02869 3.91200 -0.86454 0.139
N -0.61241 1.25807 1.14669 0.021
Br 0.49521 0.44537 -3.08964 0.636
H 1.56458 -0.33926 1.37603 0.081
H 0.75866 -1.98230 1.53292 0.167
H -1.44456 -0.69006 1.14473 0.102
H -0.56946 -0.02062 2.71030 0.145
H -1.45897 1.03978 -0.80502 0.109
H 1.72788 -1.38351 -0.61438 0.147
H 1.59576 0.99463 -1.00748 0.041
H -1.35880 -1.35994 -0.57457 0.058
H -0.27498 -2.66249 -0.12103 0.103
H -0.57406 -2.06724 -1.87030 0.031
H 0.01910 1.82592 1.69576 0.148
```

⟨S²⟩ ... 2.01
Highest occupied orbital energy (spin up / spin down) ... -0.198 / -0.374 Eh
2S+1 ... 3
Total charge ... 0
Gap between HOMO and LUMO (spin up / spin down) ... 5.90 / 8.32 eV


[8]
Here is an isolated ion of composition C7H11BrN5 and charge +1 in a non-equilibrium geometry from the OMol25 dataset. Energies are from wB97M-V/def2-TZVPD.

Structure (XYZ):
```
24
Properties=species:S:1:pos:R:3:lowdin_charge:R:1
C -1.51224 -1.02114 -0.87046 -0.087
C -0.38245 -0.44901 -0.13004 -0.155
C -0.22139 -0.33718 1.23277 -0.319
C 1.38729 0.04417 3.03369 -0.205
C -1.34111 -1.74849 -1.97239 0.042
C 1.47953 0.89867 -1.21703 -0.661
C 0.84936 2.19413 -0.83782 -0.030
N 0.93819 -0.13457 1.90213 0.154
N 1.95360 0.18180 4.07473 0.244
N 2.10960 0.04920 -0.27259 0.170
N -1.37645 -0.37212 1.97251 0.168
N 0.89459 -0.36074 -0.90181 -0.020
Br 1.97037 0.79383 -3.29508 0.632
H -2.46738 -0.97347 -0.26331 0.129
H -0.41562 -1.94646 -2.40472 0.033
H -2.14417 -2.26063 -2.48368 0.079
H 0.37588 2.38511 -1.74861 0.041
H 1.71911 2.96620 -0.75128 0.147
H 0.26976 2.09036 0.08906 0.097
H 2.67001 -0.21187 4.57911 0.071
H 2.93873 -0.47817 -0.51686 0.155
H -2.28445 -0.46349 1.66111 0.068
H -1.19878 -0.53049 2.98938 0.141
H 0.86648 -1.08862 -1.55927 0.106
```

Structure (SMILES) ... C=C/C(=C(\N)N=C=N)[N@@H+]1N[C@@]1(C)Br
Highest occupied orbital energy ... -0.430 Eh
ΔE to the lowest compared entry with this formula, charge and spin ... 47.88 kcal per mole
Total charge ... +1
Gap between HOMO and LUMO ... 7.96 eV


| no. | electronic energy (Eh) | M (g/mol) |
| --- | --- | --- |
| 1 | -298.0534 | 105.977 |
| 2 | -298.0239 | 105.977 |
| 3 | -1127.3773 | 232.046 |
| 4 | -2847.1463 | 175.069 |
| 5 | -2901.7417 | 189.076 |
| 6 | -2956.7147 | 203.083 |
| 7 | -2956.6309 | 203.083 |
| 8 | -3120.7075 | 245.104 |